# 1
Below is 5 unconnected molecules or ions with the total composition C34H51BrClF5O14S at a distorted geometry, with properties calculated with ωB97M-V/def2-TZVPD.

Results
- Orbital gap: 0.295 hartree
- E: -171736.3401 eV
- HOMO level: -0.3616 Eh
- SMILES: CC[C@H](Cl)C1=C(CCCC(=O)O)C(=O)C(S(=O)(=O)C(F)(F)C(F)(F)F)=C(C[C@@H](C)Br)C1=O.CCOC(C)=O.CCOC(C)=O.CCOC(C)=O.CCOC(C)=O

```
107
C34H51BrClF5O14S (ωB97M-V/def2-TZVPD)
Br -5.45 -6.65 1.50
Cl 0.99 -2.88 -0.50
S -4.89 -2.24 -1.58
F -8.48 -3.33 -3.02
F -6.97 -3.70 -0.86
F -5.96 -4.36 -2.69
F -6.95 -2.17 -4.02
F -7.85 -1.44 -2.16
O 4.35 -0.82 -0.54
O 1.46 0.52 2.43
O -2.49 1.55 -2.35
O -3.09 -2.58 -4.13
O 4.39 -2.50 0.85
O 0.47 4.85 0.67
O -4.86 -1.12 -2.47
O -1.82 -6.22 -1.59
O -0.18 0.34 3.86
O 4.22 4.29 -0.93
O 1.14 6.94 0.67
O 3.89 5.76 -2.51
O -2.30 0.96 -0.17
O -4.93 -1.95 -0.17
C 4.00 5.43 -1.21
C -3.14 -4.31 -1.10
C -1.88 -5.00 -1.55
C -0.16 3.74 1.33
C 0.88 -5.56 -0.72
C -2.62 -6.77 1.13
C 2.14 0.23 4.68
C 5.26 1.47 -0.85
C -3.49 -3.27 -1.88
C -1.19 -3.05 -2.78
C -3.87 -6.29 0.39
C -2.64 -2.92 -3.05
C -7.43 -2.51 -2.83
C 2.20 -5.56 0.07
C 4.07 0.54 -0.89
C -0.31 -2.03 -3.42
C 4.52 8.07 -3.02
C -0.79 -4.09 -1.99
C -0.88 -0.61 -3.28
C 4.38 -1.31 0.71
C 1.13 0.35 3.57
C 3.41 7.04 -2.94
C -0.73 1.12 6.11
C -1.99 0.84 -1.52
C -1.61 3.60 0.96
C 0.65 -4.30 -1.55
C 3.91 6.51 -0.16
C 4.45 -0.38 1.90
C -0.91 -0.17 -1.81
C -0.69 -0.04 5.14
C -6.38 -3.29 -2.00
C -0.53 6.42 2.29
C -3.89 -4.77 0.12
C 0.44 6.10 1.17
H -2.03 2.72 1.43
H -1.70 -0.39 4.95
H 3.01 -5.11 -0.50
H -0.98 -1.01 -1.13
H 5.67 1.56 0.16
H -1.31 1.94 5.69
H -1.90 -5.97 1.25
H 3.26 7.34 -0.42
H 3.95 -0.87 2.73
H -1.72 3.51 -0.12
H 4.96 8.26 -2.04
H -0.14 -0.89 5.54
H 2.39 1.24 5.03
H 1.81 -0.37 5.53
H 0.02 0.33 -1.55
H 1.33 -4.29 -2.39
H -1.84 -0.50 -3.77
H 2.58 7.37 -2.32
H -0.26 -2.26 -4.49
H -2.93 0.26 0.04
H -4.90 -4.40 0.13
H 5.32 7.71 -3.67
H 3.97 0.58 1.74
H 4.93 2.44 -1.18
H 0.71 -2.08 -3.06
H 0.76 -6.44 -1.33
H 3.52 6.06 0.75
H 3.04 -0.23 4.28
H -1.18 0.82 7.05
H 5.50 -0.23 2.15
H -0.11 7.23 2.88
H -2.20 4.47 1.27
H 3.25 0.92 -0.27
H 4.14 9.00 -3.42
H 0.27 1.50 6.32
H 0.39 2.87 1.00
H 2.44 -6.59 0.31
H 2.07 -5.04 1.00
H 3.00 6.86 -3.93
H -3.39 -4.29 0.96
H 3.69 0.48 -1.90
H -0.74 5.59 2.95
H 0.07 -5.59 0.01
H 4.92 6.89 0.04
H 6.06 1.09 -1.49
H -4.00 -6.82 -0.53
H -0.19 0.04 -3.83
H -2.13 -7.53 0.55
H -2.86 -7.20 2.09
H -0.01 3.81 2.41
H -1.47 6.76 1.85
```

# 2
Below is a molecular structure, C34H51GdN9OPS2 at a distorted geometry, with properties calculated with ωB97M-V/def2-TZVPD.

Results
- Net charge: +4
- 2S+1: 8
- Orbital gap (alpha / beta): 0.114 / 0.232 hartree
- E: -103299.6759 eV
- HOMO level (alpha / beta): -0.5947 / -0.5968 Eh

```
99
C34H51GdN9OPS2 (ωB97M-V/def2-TZVPD)
Gd -1.52 -0.32 0.17
S -2.33 -2.53 1.63
S -3.24 3.83 0.23
P 2.73 1.16 -0.26
O -0.42 -0.02 2.21
N -0.15 -1.56 -1.47
N -4.94 2.17 1.48
N -3.37 -1.43 -1.41
N -2.96 -1.92 4.07
N -3.24 1.25 0.11
N -0.80 -2.74 3.87
N -2.18 1.69 -0.76
N -1.86 -4.71 -1.20
N 0.44 1.05 1.45
C -3.15 -1.88 -2.81
C -2.87 -0.70 4.89
C 5.48 -1.60 0.83
C 4.32 -0.79 0.78
C -1.86 -4.24 -2.62
C 6.60 -0.02 -0.64
C -1.87 4.26 -2.95
C -0.53 -3.50 -3.03
C 4.33 0.41 0.08
C -3.86 2.26 0.69
C 3.71 3.65 0.54
C -0.55 -2.76 5.33
C 2.40 3.13 -2.16
C -4.39 -2.11 3.56
C -1.92 -2.30 3.28
C 2.80 1.79 -1.90
C -1.13 3.62 -1.79
C -2.10 3.00 -0.89
C -3.14 -3.43 -2.97
C 1.78 3.00 1.76
C 0.68 2.11 2.11
C 2.92 1.40 -4.31
C 1.98 4.16 2.56
C 2.43 3.57 -3.47
C -1.81 -1.31 -3.34
C 2.96 5.03 2.41
C 5.44 0.74 -0.71
C 6.62 -1.14 0.18
C 3.92 4.69 1.40
C 0.31 -3.44 3.15
C 2.72 2.74 -4.54
C 3.05 0.94 -3.02
C 2.66 2.72 0.75
C -0.56 -1.96 -2.82
H -5.11 -1.92 4.41
H 0.30 -2.42 -1.01
H -3.90 -2.11 -0.77
H -3.41 -3.71 -3.99
H 0.24 -1.54 -3.58
H -1.86 -0.21 -3.24
H 0.99 -2.73 2.65
H 2.70 3.08 -5.55
H 3.16 0.67 -5.08
H -1.91 -5.13 -3.20
H 3.43 -1.16 1.26
H -4.00 -0.64 -1.44
H -0.36 -3.77 -4.06
H 2.12 3.81 -1.35
H -1.38 4.27 -3.91
H -3.21 0.18 4.35
H 0.26 2.41 3.07
H 4.87 5.24 1.37
H 0.32 -3.86 -2.42
H 3.05 5.89 3.09
H -3.49 -0.82 5.78
H 4.46 3.47 -0.28
H 0.60 -0.88 -1.51
H 1.32 4.26 3.40
H -0.56 4.38 -1.21
H 7.52 -1.76 0.30
H -4.49 -1.44 2.74
H -1.02 -5.31 -1.00
H -1.77 -1.44 -4.44
H 5.45 -2.55 1.36
H -2.71 -5.18 -0.97
H -5.49 2.99 1.76
H -1.29 -2.23 5.91
H 3.17 -0.13 -2.84
H 7.45 0.28 -1.25
H -5.52 1.33 1.53
H 5.32 1.62 -1.39
H 0.93 -3.96 3.88
H 0.52 -2.41 5.58
H -0.63 -3.82 5.65
H -1.73 -3.91 -0.55
H -2.23 5.24 -2.66
H -0.47 2.78 -2.13
H -3.96 -1.48 -3.45
H -4.02 -3.82 -2.44
H -4.60 -3.15 3.29
H -1.86 -0.61 5.25
H -0.09 -4.15 2.44
H 2.23 4.64 -3.70
H -0.07 0.06 3.12
H -2.76 3.67 -3.22
```

# 3
Below is a molecular structure, C34H52BBr43ClIN3O6S at a distorted geometry, with properties calculated with ωB97M-V/def2-TZVPD.

Results
- Net charge: +1
- Orbital gap: 0.200 hartree
- E: -3096807.5655 eV
- HOMO level: -0.3285 Eh

```
142
C34H52BBr43ClIN3O6S (ωB97M-V/def2-TZVPD)
I 1.52 -0.81 1.71
Br -2.86 5.37 -3.82
Br -1.90 -11.51 -2.78
Br -3.25 0.39 6.02
Br -0.73 1.66 4.51
Br -1.43 2.06 -7.05
Br 2.76 -9.00 7.01
Br -1.65 1.84 -3.90
Br 6.39 5.32 -1.39
Br -0.55 -9.81 -5.11
Br 8.44 9.18 -0.48
Br 8.89 6.66 -4.12
Br 1.08 1.05 -5.36
Br -8.22 3.35 -2.35
Br -2.71 -4.12 -4.17
Br 5.98 11.09 0.13
Br -5.18 6.23 -9.69
Br 5.32 5.99 1.54
Br 2.38 -9.57 11.62
Br 3.97 7.36 -1.00
Br 2.42 -5.92 4.51
Br 1.38 -5.06 7.39
Br -5.30 2.12 -2.61
Br -2.54 3.46 6.41
Br -2.65 7.80 -1.77
Br 9.99 1.10 -4.51
Br -0.37 -4.45 4.82
Br 7.74 9.60 -4.00
Br 5.38 -10.60 6.12
Br 3.38 -9.45 3.93
Br -2.41 -8.38 -2.97
Br -7.31 1.05 -0.36
Br 9.80 8.80 -6.31
Br -7.59 -0.21 3.15
Br -0.39 5.54 -1.83
Br 8.94 1.83 -1.59
Br -2.01 -3.90 -7.26
Br 7.47 9.62 2.52
Br 4.22 -11.64 10.05
Br 0.12 -5.08 -5.21
Br -3.78 5.00 -7.11
Br -3.07 3.86 -10.00
Br 7.60 3.17 -4.14
Br 1.33 -12.52 11.04
Cl 0.83 -7.34 -0.51
S 0.04 -5.62 0.20
O -0.32 -5.77 1.57
O 0.21 -0.96 -1.09
O -1.86 -1.73 -0.57
O 0.98 -4.57 -0.08
O -0.68 -1.27 -3.30
O 1.30 -2.40 -2.69
N -0.49 -0.75 1.12
N -2.61 -1.49 1.73
N -0.92 -1.62 3.32
C -2.43 -4.60 0.09
C -3.99 -2.61 0.02
C -2.37 2.04 0.57
C -3.62 2.81 1.02
C 9.25 8.52 -4.49
C 0.10 2.61 0.33
C -5.72 -0.22 3.67
C 1.17 3.67 0.41
C -2.74 1.06 -0.55
C -1.68 6.55 -2.86
C -3.50 -0.69 2.61
C 3.56 3.29 -0.12
C -0.48 2.19 -5.40
C 7.66 10.41 0.78
C -4.94 -1.18 2.76
C -2.95 -1.45 0.29
C 2.42 -11.07 10.41
C -1.32 -3.84 -5.48
C 4.14 -9.20 5.68
C -1.35 3.08 0.03
C -7.15 1.78 -2.14
C -1.16 -9.81 -3.29
C -3.61 -0.15 -0.22
C -3.41 -3.78 -0.75
C 9.22 2.46 -3.39
C -3.59 5.41 -8.98
C -1.33 -1.28 2.07
C -1.45 -5.41 -0.76
C 2.69 2.89 2.28
C -0.56 -1.58 -0.12
C 1.42 -4.64 5.53
C -2.51 1.97 5.21
C 2.44 3.30 0.86
C 5.60 6.65 -0.25
B 0.27 -1.55 -2.37
H -5.30 0.78 3.64
H -1.92 1.57 1.45
H -5.46 -1.38 1.83
H -0.68 -0.93 4.02
H 10.08 8.81 -3.86
H 1.80 2.47 2.75
H 4.55 3.48 0.31
H -1.04 -0.38 -3.14
H -1.83 -6.42 -0.92
H -3.07 -0.72 3.60
H -1.48 3.05 -1.05
H -1.23 -4.95 -1.72
H 0.39 1.90 -0.45
H -1.57 4.06 0.42
H 6.30 7.47 -0.18
H -1.83 -3.90 0.68
H -0.31 -9.63 -2.66
H -4.38 -3.02 0.95
H -3.88 3.55 0.26
H -0.12 -2.56 0.10
H -0.84 -2.61 3.55
H 1.99 -1.96 -3.20
H -2.96 -5.20 0.82
H -4.47 0.15 0.39
H 0.99 4.70 0.11
H -3.51 0.36 2.32
H -0.14 3.21 -5.29
H 1.91 -3.68 5.42
H -3.14 2.23 4.36
H 8.33 11.25 0.87
H 3.04 3.75 2.84
H -4.04 -0.45 -1.18
H -1.85 0.77 -1.13
H -4.89 -2.14 3.28
H 3.46 2.11 2.35
H -3.44 3.34 1.96
H -7.52 1.04 -2.83
H 3.53 2.32 -0.61
H -5.69 -0.56 4.69
H -0.93 -2.85 -5.30
H -4.85 -2.21 -0.52
H 2.00 -10.74 9.47
H 9.93 3.27 -3.34
H 3.33 4.03 -0.90
H -4.50 2.17 1.15
H -3.01 -3.50 -1.72
H 0.11 2.10 1.30
H 4.69 -8.27 5.66
H -4.24 -4.46 -0.97
H -3.37 1.64 -1.24
H -2.79 6.14 -9.07
H -1.13 7.12 -3.59
```

# 4
Below is a molecular structure, C34H52Cl2NPRu at a distorted geometry, with properties calculated with ωB97M-V/def2-TZVPD.

Results
- Net charge: -1
- 2S+1: 6
- Orbital gap (alpha / beta): 0.124 / 0.230 hartree
- E: -74506.3782 eV
- HOMO level (alpha / beta): -0.0445 / -0.1520 Eh
- Energy relative to the best compared isomer or geometry (same formula, charge and spin): 0.0 kJ/mol

```
91
C34H52Cl2NPRu (ωB97M-V/def2-TZVPD)
Ru 0.00 0.00 0.00
Cl 2.39 0.23 -0.19
Cl -2.38 0.33 0.23
P -0.13 0.65 -2.29
N -2.41 0.49 3.55
C 1.17 0.50 -4.84
C 0.64 0.52 4.59
C 0.44 -3.01 -0.24
C -2.34 -0.08 4.91
C 1.26 0.08 -3.36
C 2.83 -1.33 -5.43
C -3.68 0.71 -4.63
C 1.80 -0.20 4.83
C -2.23 1.08 -4.26
C -3.31 -1.64 -3.77
C 2.48 0.16 -5.57
C 1.58 -1.41 -3.23
C 2.52 -4.28 -0.18
C -0.26 -4.24 -0.27
C 0.17 5.28 -1.40
C 0.71 -0.08 2.20
C -1.86 -1.27 -3.42
C -1.19 3.16 -1.63
C -0.35 -1.79 -0.26
C -1.23 1.33 3.18
C 1.32 4.62 -2.18
C -3.82 -0.79 -4.94
C 2.89 -1.74 -3.96
C 0.07 0.57 3.29
C -3.64 1.28 3.43
C 1.80 -5.48 -0.21
C -0.04 2.51 -2.43
C 1.88 -0.83 2.52
C 2.41 -0.88 3.80
C 1.31 3.09 -2.00
C -1.18 4.68 -1.80
C 0.41 -5.46 -0.25
C 1.85 -3.06 -0.19
C -1.76 0.23 -3.07
H -0.18 2.74 -3.49
H -3.38 -2.70 -4.01
H 1.22 4.86 -3.25
H 3.60 -4.29 -0.15
H 3.79 -1.54 -5.93
H -1.18 2.25 3.81
H 0.34 5.12 -0.32
H -3.94 -1.47 -2.88
H 3.10 -2.82 -3.87
H 2.40 -2.12 -0.17
H 0.35 -0.03 -5.32
H -1.22 -1.49 -4.28
H 3.71 -1.21 -3.46
H 2.11 0.61 -2.90
H -1.33 1.71 2.14
H -1.35 -4.21 -0.31
H -1.39 4.93 -2.84
H -4.33 0.97 -3.79
H -3.64 2.13 4.15
H -2.20 0.72 5.68
H 0.18 6.36 -1.56
H -1.98 5.12 -1.19
H 2.13 2.66 -2.59
H 1.52 2.83 -0.96
H -2.16 2.74 -1.93
H 0.17 1.03 5.42
H -1.51 -0.82 5.00
H 2.22 -0.24 5.83
H 2.33 -6.43 -0.20
H -3.24 -1.03 -5.84
H 0.96 1.57 -4.93
H -4.53 0.64 3.64
H 3.30 0.77 -5.14
H 0.77 -2.02 -3.65
H 1.66 -1.67 -2.17
H -0.15 -6.39 -0.28
H 2.28 5.02 -1.85
H -4.00 1.31 -5.49
H -2.45 0.41 -2.23
H -2.19 2.15 -4.02
H -1.51 -1.88 -2.58
H -3.76 1.68 2.41
H 2.41 0.44 -6.63
H -1.58 0.92 -5.13
H 2.06 -1.92 -5.95
H -1.07 2.90 -0.57
H -4.87 -1.03 -5.16
H -2.47 -0.32 2.89
H -1.41 -2.01 -0.47
H -3.26 -0.65 5.15
H 3.31 -1.45 3.99
H 2.42 -1.38 1.78
```